Computed, not measured: a structure of composition C30H42CuN3O2Si2Te, with ωB97M-V/def2-TZVPD.

Last column: Löwdin charge in e.
Element x y z (Å)
Cu  0.662  -0.318  -0.670  0.0524
C  -0.609  -1.004  3.498  -0.0338
C  -0.185  -1.077  2.064  -0.2679
N  -0.233  -0.092  1.244  0.0003
N  -0.685  1.107  1.672  0.0606
C  -0.769  1.964  0.645  -0.4855
O  -0.519  1.725  -0.559  -0.0851
C  -1.203  3.351  1.022  -0.1567
C  -1.292  3.756  2.352  -0.0422
C  -1.648  5.059  2.662  -0.0885
C  -1.925  5.968  1.648  -0.0961
C  -1.851  5.565  0.322  -0.0827
C  -1.491  4.262  0.011  -0.0392
C  0.310  -2.349  1.496  -0.2031
C  0.460  -3.495  2.277  -0.0123
C  0.888  -4.669  1.684  -0.0621
C  1.148  -4.684  0.322  -0.0600
C  0.985  -3.501  -0.380  -0.1298
N  0.591  -2.365  0.183  0.0845
H  -1.082  -0.044  3.680  0.0606
H  0.252  -1.099  4.167  0.0864
H  -1.310  -1.803  3.746  0.0792
H  -1.068  3.039  3.129  0.1025
H  -1.705  5.371  3.698  0.0993
H  -2.200  6.986  1.891  0.0984
H  -2.072  6.268  -0.471  0.1007
H  -1.424  3.930  -1.016  0.1098
H  0.245  -3.461  3.335  0.1043
H  1.012  -5.566  2.277  0.1078
H  1.471  -5.583  -0.184  0.1029
H  1.174  -3.449  -1.447  0.1008
C  -1.065  -2.436  -4.373  -0.0042
C  -1.149  -1.706  -3.057  -0.3569
O  -0.126  -1.326  -2.518  0.0235
C  -2.480  -1.493  -2.428  -0.1454
C  -3.605  -2.195  -2.862  -0.0343
C  -4.825  -2.011  -2.232  -0.0793
C  -4.931  -1.114  -1.177  -0.0744
C  -3.818  -0.401  -0.752  -0.0496
C  -2.594  -0.592  -1.372  0.0038
H  -0.041  -2.389  -4.734  0.0858
H  -1.743  -2.002  -5.108  0.0918
H  -1.351  -3.481  -4.239  0.0900
H  -3.534  -2.896  -3.683  0.1055
H  -5.693  -2.565  -2.564  0.1025
H  -5.886  -0.967  -0.688  0.1041
H  -3.898  0.308  0.062  0.1111
H  -1.734  -0.016  -1.052  0.0764
C  5.798  -3.174  0.198  -0.1809
Si  5.159  -1.765  -0.857  0.3719
C  6.584  -0.757  -1.530  -0.1849
C  4.148  -2.472  -2.267  -0.1816
C  4.098  -0.641  0.212  -0.5532
Te  2.949  0.732  -0.964  1.3624
C  2.709  2.227  0.549  -0.5238
Si  2.743  3.963  -0.190  0.3865
C  4.532  4.381  -0.564  -0.1877
C  1.738  3.981  -1.768  -0.1883
C  2.047  5.176  1.051  -0.1601
H  6.445  -3.837  -0.382  0.0308
H  4.972  -3.772  0.590  0.0259
H  6.376  -2.805  1.048  0.0314
H  7.228  -1.361  -2.172  0.0315
H  7.199  -0.361  -0.718  0.0329
H  6.222  0.089  -2.118  0.0219
H  4.775  -3.101  -2.903  0.0352
H  3.705  -1.697  -2.897  0.0201
H  3.337  -3.091  -1.880  0.0078
H  4.749  -0.036  0.848  0.0139
H  3.400  -1.185  0.848  0.0035
H  3.549  2.081  1.232  0.0141
H  1.784  2.017  1.087  -0.0054
H  4.969  3.638  -1.237  0.0197
H  5.135  4.407  0.347  0.0297
H  4.615  5.357  -1.047  0.0306
H  2.275  3.498  -2.588  0.0210
H  1.512  5.005  -2.075  0.0359
H  0.795  3.449  -1.619  0.0055
H  2.595  5.134  1.996  0.0356
H  0.998  4.963  1.261  0.0061
H  2.112  6.198  0.672  0.0362

Forces on the atoms, in the same order (eV/Å):
-0.04 0.03 0.03
-0.01 0.00 0.01
-0.01 -0.06 0.06
0.10 -0.02 -0.03
-0.02 0.04 -0.01
-0.04 0.05 0.00
0.03 -0.05 -0.07
-0.01 -0.01 0.00
0.01 -0.01 -0.01
0.00 0.01 -0.01
0.00 0.00 0.01
0.00 -0.01 -0.02
-0.01 0.01 0.01
0.00 0.00 -0.04
0.01 0.00 0.01
0.00 0.00 0.02
0.01 0.01 -0.03
0.00 0.02 -0.01
0.03 -0.04 0.08
0.00 0.00 0.00
0.00 -0.01 0.00
0.00 0.00 0.00
0.00 0.00 0.00
0.00 0.00 0.00
0.00 0.00 0.00
0.00 0.00 0.00
0.00 0.00 0.00
0.00 0.00 0.01
0.00 0.00 0.01
0.00 0.00 -0.01
-0.01 -0.02 0.01
0.01 -0.01 0.02
-0.04 -0.05 0.07
0.09 0.14 -0.15
-0.05 -0.01 -0.01
0.01 0.01 0.00
-0.02 0.00 0.02
0.00 -0.01 -0.01
0.00 -0.02 -0.01
-0.01 0.03 0.02
-0.01 0.00 -0.01
0.00 0.01 0.01
0.00 0.00 0.00
0.01 0.00 0.00
0.00 0.00 0.00
0.00 0.00 0.00
0.01 0.00 0.01
-0.03 -0.01 -0.03
0.00 0.01 0.01
0.01 -0.02 -0.01
0.00 -0.01 0.01
-0.01 -0.01 0.01
-0.05 0.03 0.01
-0.03 0.00 0.03
0.00 0.01 0.01
-0.02 0.01 -0.01
0.00 -0.02 -0.03
-0.01 -0.01 0.01
0.02 -0.01 0.02
0.00 0.00 0.00
0.00 0.00 0.00
0.00 0.00 0.00
0.00 0.00 0.00
0.00 0.00 -0.01
0.00 0.00 0.00
0.00 0.00 -0.01
0.01 0.01 0.01
0.01 0.00 -0.01
-0.02 0.00 -0.01
0.02 -0.03 0.01
-0.01 0.05 0.01
0.04 -0.03 -0.02
0.00 0.01 0.01
0.00 0.00 0.01
0.00 0.00 0.00
0.00 0.00 0.00
0.01 0.00 0.00
0.01 0.00 -0.01
0.00 0.00 0.00
0.00 0.01 0.01
0.01 0.00 -0.01

Results
ΔE to the lowest compared entry with this formula, charge and spin = 0.0 kcal per mole
Total energy = -3970.6907 a.u.
Maximum force = 0.224 eV/A
Net charge = 0
E_HOMO = -7.22 eV
LUMO = 0.241 eV
Orbital gap = 7.46 eV